# 1
{
  "formula": "C20H33F2N2O8",
  "method": "ωB97M-V with the def2-TZVPD basis set",
  "species": ["C", "C", "C", "C", "C", "C", "C", "O", "C", "C", "C", "N", "C", "C", "C", "C", "N", "O", "H", "H", "H", "H", "H", "H", "H", "H", "H", "H", "H", "H", "H", "H", "H", "H", "H", "H", "H", "H", "H", "H", "H", "H", "H", "H", "H", "C", "C", "O", "C", "O", "O", "F", "H", "H", "H", "C", "C", "O", "C", "O", "O", "F", "H", "H", "H"],
  "coordinates": [[3.175, -2.518, -1.471], [1.857, -1.885, -2.193], [1.439, -3.033, -3.265], [2.368, -0.538, -2.876], [1.269, 0.598, -3.131], [0.625, 0.271, -4.592], [-0.513, 1.286, -5.017], [-1.670, 0.808, -5.177], [2.066, 1.979, -3.321], [1.466, 3.243, -2.561], [2.234, 3.508, -1.152], [2.730, 2.254, -0.508], [0.140, 0.614, -2.002], [-0.280, -0.838, -1.445], [-1.046, -0.538, -0.041], [-1.409, -1.560, -2.363], [0.864, -1.720, -1.097], [1.426, -1.332, 0.025], [3.839, -2.873, -2.336], [3.775, -1.736, -0.909], [2.885, -3.420, -0.847], [2.357, -3.220, -3.926], [0.523, -2.764, -3.872], [1.239, -3.977, -2.650], [2.800, -0.813, -3.904], [3.269, -0.166, -2.268], [0.309, -0.810, -4.708], [1.491, 0.427, -5.337], [-0.381, 2.405, -5.169], [2.120, 2.263, -4.436], [3.164, 1.838, -3.010], [1.740, 4.161, -3.201], [0.337, 3.271, -2.463], [1.649, 4.200, -0.459], [3.175, 4.102, -1.449], [3.587, 2.461, 0.038], [2.032, 2.036, 0.229], [-0.846, 1.101, -2.344], [0.445, 1.216, -1.072], [-1.112, -1.504, 0.571], [-2.117, -0.185, -0.216], [-0.535, 0.268, 0.570], [-1.350, -1.266, -3.457], [-2.461, -1.257, -2.013], [-1.340, -2.682, -2.183], [-4.439, -0.500, 4.022], [-4.495, -0.867, 2.573], [-3.802, 0.193, 1.943], [-2.900, 0.634, 2.867], [-1.961, 1.333, 2.614], [-3.192, 0.175, 4.116], [-5.773, -0.874, 2.123], [-5.243, 0.180, 4.317], [-4.463, -1.373, 4.674], [-4.012, -1.817, 2.331], [-0.230, -0.137, 6.290], [-0.138, 0.487, 7.646], [-1.451, 0.350, 8.150], [-1.956, -0.767, 7.556], [-2.931, -1.345, 7.933], [-1.208, -1.150, 6.484], [0.155, 1.807, 7.558], [-0.580, 0.563, 5.526], [0.719, -0.565, 5.964], [0.568, -0.004, 8.321]],
  "e_tot_ev": -46065.5101,
  "max_force_ev_per_a": 4.1,
  "spin_multiplicity": 2,
  "s2": 0.7543,
  "lumo_ha": [0.0209, 0.0042],
  "homo_lumo_gap_ev": [9.203, 9.602]
}

---

# 2
{
  "formula": "C20H33INO8",
  "method": "ωB97M-V with the def2-TZVPD basis set",
  "species": ["C", "C", "C", "N", "C", "I", "H", "H", "H", "H", "H", "H", "H", "H", "H", "O", "C", "O", "C", "C", "C", "H", "H", "H", "H", "H", "H", "O", "C", "O", "C", "C", "C", "H", "H", "H", "H", "H", "H", "O", "C", "O", "C", "C", "C", "H", "H", "H", "H", "H", "H", "O", "C", "O", "C", "C", "C", "H", "H", "H", "H", "H", "H"],
  "coordinates": [[-4.077, 0.535, 1.917], [-3.194, 1.771, 1.697], [-2.186, 1.986, 2.828], [-2.724, 2.056, 4.181], [-3.858, 2.957, 4.485], [-3.458, 4.956, 3.672], [-5.062, 0.843, 2.261], [-3.618, -0.164, 2.614], [-4.208, 0.017, 0.967], [-2.603, 1.594, 0.793], [-3.790, 2.657, 1.491], [-1.545, 2.840, 2.616], [-1.520, 1.115, 2.791], [-2.944, 1.123, 4.500], [-4.717, 2.633, 3.873], [0.099, 0.192, 0.240], [-0.499, -0.835, 0.113], [-1.797, -0.984, 0.487], [-2.207, -2.346, 0.306], [-1.247, -2.923, -0.727], [0.032, -2.145, -0.436], [-2.138, -2.858, 1.269], [-3.244, -2.356, -0.023], [-1.138, -4.005, -0.656], [-1.601, -2.687, -1.732], [0.640, -2.625, 0.330], [0.630, -1.974, -1.322], [2.783, -3.608, -1.143], [3.073, -3.123, -2.198], [2.142, -2.738, -3.105], [2.782, -2.294, -4.317], [4.193, -1.907, -3.902], [4.459, -2.876, -2.754], [2.775, -3.119, -5.032], [2.215, -1.463, -4.730], [4.912, -1.977, -4.716], [4.203, -0.883, -3.526], [4.863, -3.824, -3.111], [5.110, -2.456, -1.992], [-4.956, 12.236, 3.836], [-4.594, 11.137, 4.148], [-3.324, 10.871, 4.528], [-3.157, 9.451, 4.746], [-4.556, 8.923, 5.012], [-5.410, 9.860, 4.162], [-2.713, 9.013, 3.851], [-2.479, 9.301, 5.582], [-4.666, 7.869, 4.766], [-4.807, 9.052, 6.066], [-5.511, 9.504, 3.136], [-6.394, 10.042, 4.586], [5.278, -5.041, -5.399], [5.670, -6.077, -4.946], [6.965, -6.284, -4.615], [7.159, -7.647, -4.194], [5.782, -8.129, -3.756], [4.864, -7.333, -4.681], [7.549, -8.215, -5.041], [7.893, -7.664, -3.392], [5.665, -9.208, -3.828], [5.601, -7.839, -2.720], [4.695, -7.840, -5.632], [3.910, -7.085, -4.224]],
  "e_tot_ev": -47245.7767,
  "max_force_ev_per_a": 1.4,
  "total_charge": -1,
  "lumo_ha": 0.0520,
  "homo_lumo_gap_ev": 3.176
}

---

# 3
{
  "formula": "C20H33N3O4S",
  "method": "ωB97M-V with the def2-TZVPD basis set",
  "species": ["C", "C", "N", "S", "O", "O", "C", "C", "O", "N", "C", "C", "C", "C", "N", "C", "O", "C", "C", "C", "C", "C", "C", "C", "C", "C", "C", "C", "H", "H", "H", "H", "H", "H", "H", "H", "H", "H", "H", "H", "H", "H", "H", "H", "H", "H", "H", "H", "H", "H", "H", "H", "H", "H", "H", "H", "H", "H", "H", "H", "H"],
  "coordinates": [[1.802, -2.099, -4.505], [0.988, -2.418, -3.263], [1.356, -3.692, -2.642], [2.504, -3.846, -1.523], [2.976, -5.198, -1.584], [3.406, -2.730, -1.617], [1.668, -3.674, 0.050], [1.001, -2.315, 0.177], [-0.153, -2.188, -0.209], [1.703, -1.278, 0.690], [3.072, -1.321, 1.175], [1.010, -0.001, 0.768], [1.017, 0.790, -0.545], [2.328, 0.748, -1.319], [0.581, 2.144, -0.242], [-0.236, 2.819, -1.095], [-0.442, 2.445, -2.236], [-0.940, 4.024, -0.510], [-2.402, 3.649, -0.195], [-3.170, 4.866, 0.314], [-2.449, 2.472, 0.758], [-2.166, 2.616, 2.113], [-2.158, 1.517, 2.961], [-2.429, 0.239, 2.484], [-2.391, -0.961, 3.397], [-1.084, -1.746, 3.268], [-2.700, 0.093, 1.126], [-2.710, 1.191, 0.279], [1.475, -1.150, -4.933], [2.860, -2.023, -4.254], [1.680, -2.874, -5.263], [1.107, -1.638, -2.515], [-0.079, -2.465, -3.482], [1.124, -4.557, -3.104], [0.888, -4.430, 0.075], [2.417, -3.892, 0.808], [3.579, -2.223, 0.855], [3.631, -0.485, 0.757], [3.095, -1.249, 2.265], [-0.021, -0.161, 1.078], [1.516, 0.580, 1.548], [0.246, 0.355, -1.187], [2.638, -0.278, -1.520], [2.195, 1.265, -2.269], [3.128, 1.252, -0.771], [0.574, 2.432, 0.723], [-0.445, 4.374, 0.400], [-0.918, 4.826, -1.248], [-2.849, 3.324, -1.138], [-4.204, 4.606, 0.541], [-2.719, 5.272, 1.221], [-3.170, 5.657, -0.437], [-1.958, 3.599, 2.522], [-1.949, 1.658, 4.016], [-2.525, -0.633, 4.430], [-3.231, -1.619, 3.163], [-1.080, -2.612, 3.932], [-0.948, -2.098, 2.244], [-0.229, -1.116, 3.525], [-2.893, -0.895, 0.723], [-2.913, 1.052, -0.777]],
  "e_tot_ev": -44772.7133,
  "max_force_ev_per_a": 0.5,
  "lumo_ha": 0.0226,
  "homo_lumo_gap_ev": 9.558,
  "smiles": "CCNS(=O)(=O)CC(=O)N(C)C[C@H](C)NC(=O)C[C@H](C)c1ccc(CC)cc1"
}

---

# 4
{
  "formula": "C20H33N3O4S",
  "method": "ωB97M-V with the def2-TZVPD basis set",
  "species": ["C", "C", "N", "S", "O", "O", "C", "C", "O", "N", "C", "C", "C", "C", "N", "C", "O", "C", "C", "C", "C", "C", "C", "C", "C", "C", "C", "C", "H", "H", "H", "H", "H", "H", "H", "H", "H", "H", "H", "H", "H", "H", "H", "H", "H", "H", "H", "H", "H", "H", "H", "H", "H", "H", "H", "H", "H", "H", "H", "H", "H"],
  "coordinates": [[-2.280, -4.328, 5.948], [-1.253, -3.219, 5.794], [0.104, -3.726, 5.561], [0.664, -4.081, 4.087], [1.553, -5.198, 4.240], [-0.439, -4.134, 3.160], [1.681, -2.703, 3.564], [0.767, -1.573, 3.119], [0.047, -1.037, 3.949], [0.750, -1.272, 1.803], [1.672, -1.845, 0.826], [-0.318, -0.424, 1.296], [-1.177, -1.127, 0.235], [-2.524, -0.429, 0.103], [-1.341, -2.536, 0.557], [-1.427, -3.459, -0.433], [-1.437, -3.148, -1.615], [-1.522, -4.905, 0.010], [-0.532, -5.783, -0.764], [-0.817, -7.262, -0.506], [0.902, -5.422, -0.431], [1.441, -5.687, 0.828], [2.766, -5.399, 1.113], [3.601, -4.831, 0.151], [5.052, -4.555, 0.462], [5.248, -3.460, 1.509], [3.056, -4.539, -1.093], [1.726, -4.829, -1.380], [-3.264, -3.904, 6.150], [-2.339, -4.922, 5.037], [-2.024, -4.991, 6.777], [-1.497, -2.560, 4.967], [-1.208, -2.594, 6.687], [0.503, -4.337, 6.259], [2.280, -2.397, 4.419], [2.315, -3.122, 2.786], [1.473, -2.901, 0.635], [1.548, -1.308, -0.111], [2.706, -1.721, 1.142], [-0.927, -0.142, 2.152], [0.097, 0.492, 0.865], [-0.674, -1.101, -0.733], [-2.393, 0.629, -0.137], [-3.104, -0.892, -0.694], [-3.082, -0.505, 1.037], [-1.223, -2.861, 1.507], [-1.360, -4.999, 1.085], [-2.541, -5.237, -0.208], [-0.686, -5.575, -1.824], [-0.113, -7.894, -1.049], [-0.734, -7.504, 0.555], [-1.828, -7.518, -0.829], [0.826, -6.133, 1.601], [3.154, -5.638, 2.097], [5.520, -5.477, 0.818], [5.570, -4.279, -0.458], [6.304, -3.322, 1.741], [4.858, -2.505, 1.151], [4.733, -3.710, 2.439], [3.681, -4.092, -1.858], [1.321, -4.595, -2.358]],
  "e_tot_ev": -44772.9557,
  "max_force_ev_per_a": 0.1,
  "lumo_ha": 0.0199,
  "homo_lumo_gap_ev": 9.388,
  "smiles": "CCNS(=O)(=O)CC(=O)N(C)C[C@H](C)NC(=O)C[C@H](C)c1ccc(CC)cc1"
}

---

# 5
{
  "formula": "C20H33N3O4S",
  "method": "ωB97M-V with the def2-TZVPD basis set",
  "species": ["C", "C", "N", "S", "O", "O", "C", "C", "O", "N", "C", "C", "C", "C", "N", "C", "O", "C", "C", "C", "C", "C", "C", "C", "C", "C", "C", "C", "H", "H", "H", "H", "H", "H", "H", "H", "H", "H", "H", "H", "H", "H", "H", "H", "H", "H", "H", "H", "H", "H", "H", "H", "H", "H", "H", "H", "H", "H", "H", "H", "H"],
  "coordinates": [[-5.857, -5.803, 1.927], [-4.550, -5.713, 1.158], [-4.746, -5.629, -0.294], [-5.021, -4.216, -1.044], [-5.983, -4.489, -2.077], [-5.250, -3.183, -0.071], [-3.518, -3.788, -1.921], [-2.470, -3.275, -0.949], [-2.311, -3.845, 0.120], [-1.784, -2.157, -1.297], [-1.864, -1.552, -2.617], [-1.110, -1.431, -0.226], [-1.677, -0.026, -0.057], [-0.640, 0.962, 0.453], [-2.933, -0.110, 0.678], [-3.882, 0.848, 0.467], [-3.593, 1.942, 0.013], [-5.310, 0.464, 0.792], [-6.261, 0.986, -0.295], [-7.710, 0.725, 0.111], [-5.926, 0.412, -1.660], [-6.317, -0.872, -2.034], [-6.044, -1.362, -3.302], [-5.368, -0.588, -4.243], [-5.112, -1.121, -5.631], [-4.087, -2.254, -5.659], [-4.950, 0.682, -3.860], [-5.223, 1.174, -2.590], [-5.659, -5.896, 2.996], [-6.458, -4.909, 1.763], [-6.439, -6.674, 1.618], [-3.972, -4.842, 1.451], [-3.922, -6.586, 1.343], [-5.307, -6.357, -0.717], [-3.179, -4.687, -2.435], [-3.848, -3.049, -2.650], [-1.836, -2.322, -3.385], [-2.760, -0.940, -2.755], [-0.987, -0.921, -2.758], [-1.202, -2.017, 0.685], [-0.045, -1.355, -0.462], [-1.944, 0.351, -1.052], [0.185, 1.011, -0.259], [-1.086, 1.950, 0.545], [-0.240, 0.666, 1.426], [-3.275, -1.038, 0.880], [-5.410, -0.620, 0.893], [-5.577, 0.918, 1.751], [-6.104, 2.064, -0.355], [-8.400, 1.071, -0.659], [-7.895, -0.338, 0.276], [-7.943, 1.248, 1.040], [-6.849, -1.504, -1.335], [-6.380, -2.360, -3.564], [-6.054, -1.484, -6.051], [-4.776, -0.305, -6.274], [-3.945, -2.634, -6.671], [-3.119, -1.907, -5.292], [-4.412, -3.088, -5.032], [-4.421, 1.306, -4.572], [-4.892, 2.167, -2.312]],
  "e_tot_ev": -44772.6431,
  "max_force_ev_per_a": 0.6,
  "lumo_ha": 0.0204,
  "homo_lumo_gap_ev": 9.292,
  "smiles": "CCNS(=O)(=O)CC(=O)N(C)C[C@H](C)NC(=O)C[C@H](C)c1ccc(CC)cc1"
}

---

# 6
{
  "formula": "C20H33N9PPbS",
  "method": "ωB97M-V with the def2-TZVPD basis set",
  "species": ["Pb", "C", "C", "N", "N", "C", "N", "S", "C", "C", "C", "C", "C", "N", "H", "H", "H", "H", "H", "H", "H", "H", "H", "C", "C", "N", "C", "C", "N", "C", "C", "H", "H", "H", "H", "H", "H", "H", "H", "H", "H", "H", "H", "C", "N", "C", "N", "C", "N", "C", "P", "C", "C", "H", "H", "H", "H", "H", "H", "H", "H", "H", "H", "H", "H"],
  "coordinates": [[0.307, 0.240, 1.045], [-2.921, -1.352, 4.130], [-2.179, -0.578, 3.091], [-1.208, -1.106, 2.412], [-0.935, -2.399, 2.613], [0.181, -2.911, 2.193], [0.315, -4.245, 2.275], [1.545, -2.047, 1.536], [-2.567, 0.797, 2.813], [-3.709, 1.360, 3.396], [-4.047, 2.671, 3.118], [-3.237, 3.402, 2.259], [-2.131, 2.768, 1.716], [-1.803, 1.515, 1.978], [-2.379, -2.271, 4.329], [-3.911, -1.609, 3.758], [-3.024, -0.777, 5.049], [-0.396, -4.768, 2.757], [1.218, -4.662, 2.144], [-4.324, 0.772, 4.055], [-4.924, 3.119, 3.562], [-3.450, 4.430, 2.017], [-1.471, 3.291, 1.039], [2.619, 2.820, 1.232], [3.692, 3.818, 0.738], [4.029, 3.529, -0.645], [4.545, 2.173, -0.757], [3.484, 1.165, -0.258], [2.273, 1.891, 0.147], [1.769, 2.654, -1.003], [2.839, 3.669, -1.466], [1.708, 3.337, 1.544], [2.985, 2.229, 2.073], [4.602, 3.752, 1.334], [3.328, 4.845, 0.787], [5.462, 2.110, -0.170], [4.798, 1.994, -1.803], [3.840, 0.598, 0.603], [3.205, 0.453, -1.038], [0.848, 3.157, -0.701], [1.524, 1.941, -1.794], [2.480, 4.695, -1.367], [3.121, 3.509, -2.509], [-2.267, -2.217, -3.454], [-2.043, -3.013, -2.258], [-0.926, -3.918, -2.479], [0.282, -3.216, -2.876], [0.010, -2.430, -4.068], [-1.080, -1.486, -3.871], [-0.735, -0.430, -2.959], [-0.348, -1.093, -1.237], [-1.857, -2.197, -1.089], [0.842, -2.430, -1.813], [-3.081, -1.509, -3.271], [-2.557, -2.886, -4.267], [-1.199, -4.611, -3.279], [-0.734, -4.488, -1.566], [-0.276, -3.112, -4.873], [0.914, -1.890, -4.364], [-1.567, 0.278, -2.894], [0.146, 0.099, -3.341], [-2.742, -1.567, -0.940], [-1.737, -2.839, -0.210], [1.091, -3.073, -0.963], [1.763, -1.951, -2.164]],
  "e_tot_ev": -60052.3947,
  "max_force_ev_per_a": 1.5,
  "total_charge": 1,
  "lumo_ha": -0.1163,
  "homo_lumo_gap_ev": 7.055
}